# C50H91N11O6

A cluster of 11 separate species, C50H91N11O6 in total in a non-equilibrium geometry (ωB97M-V/def2-TZVPD, OMol25).

Results
Frontier orbital gap   0.3072 Ha
Structure (SMILES)   c1cc[nH]c1.c1cc[nH]c1.c1cc[nH]c1.c1cc[nH]c1.c1cc[nH]c1.COCCNCCOC.COCCNCCOC.COCCNCCOC.CCCC#N.CCCC#N.CCCC#N
Energy relative to the best compared isomer or geometry (same formula, charge and spin)   0.0000 eV

Each line ends with the Mulliken charge.
Atoms and positions in Å:
C1 -2.47310 -3.12759 -4.02531  -1.332
C2 -1.02270 -3.19644 -3.57833  1.496
C3 -0.49264 -4.56787 -4.00681  -0.490
C4 0.88164 -4.82223 -3.50009  0.048
N1 1.95187 -4.97296 -3.13629  -0.525
H1 -2.68254 -2.05494 -4.00110  -0.026
H2 -3.10896 -3.60845 -3.27830  0.399
H3 -2.73314 -3.52964 -5.00241  0.437
H4 -0.87813 -3.01938 -2.51504  -0.282
H5 -0.51539 -2.42179 -4.15540  -0.353
H6 -0.56140 -4.70420 -5.08401  0.409
H7 -1.03391 -5.39050 -3.52919  0.342
C5 -5.92355 -2.15299 -0.36537  -0.991
C6 -4.90678 -2.33982 0.78341  1.327
C7 -5.48939 -2.83265 2.10251  -0.715
C8 -6.61937 -2.10498 2.68015  0.258
N2 -7.49588 -1.53509 3.17193  -0.506
H8 -5.78428 -1.17410 -0.82480  0.062
H9 -6.92263 -2.26867 0.05620  0.409
H10 -5.91109 -2.80370 -1.24230  0.339
H11 -4.30770 -1.44144 0.94033  -1.091
H12 -4.10192 -3.00479 0.45453  0.433
H13 -4.71371 -2.65792 2.85553  0.228
H14 -5.69987 -3.90174 2.09245  0.375
C9 3.93886 1.76197 -2.62734  -0.645
C10 2.68360 2.29950 -3.32224  0.664
C11 2.82152 2.39201 -4.85776  0.140
C12 3.99045 3.24000 -5.14124  0.016
N3 4.90425 3.89946 -5.36987  -0.544
H15 4.78452 2.39252 -2.89783  0.541
H16 4.13437 0.71579 -2.86693  0.182
H17 3.77393 1.80645 -1.55100  -0.306
H18 2.45030 3.23960 -2.81533  0.485
H19 1.79381 1.71091 -3.07795  -0.704
H20 1.97195 2.80842 -5.39098  0.243
H21 3.08455 1.40637 -5.24403  0.086
C13 -0.92652 -1.09756 4.07006  -0.537
O1 0.40446 -1.18405 4.51186  -0.570
C14 1.33919 -0.80002 3.48919  1.177
C15 2.77638 -0.89680 4.02338  -1.125
N4 3.37630 -2.21635 3.92586  0.008
C16 4.56919 -2.37161 4.74701  -0.713
C17 4.79763 -3.81871 5.03402  -0.591
O2 3.95140 -4.30496 6.07946  -0.326
C18 4.21945 -5.66010 6.32779  -0.826
H22 -1.17163 -1.75265 3.22949  0.133
H23 -1.20623 -0.05546 3.88140  0.193
H24 -1.55344 -1.39227 4.91431  0.413
H25 1.18138 0.26038 3.27206  -0.399
H26 1.14577 -1.36453 2.57349  -0.015
H27 2.88595 -0.35131 4.97034  0.535
H28 3.40766 -0.23765 3.41948  -0.095
H29 2.77126 -2.98957 4.17248  0.264
H30 4.45362 -1.85164 5.70587  0.339
H31 5.46840 -2.00749 4.24379  0.342
H32 5.85699 -3.99010 5.26022  0.525
H33 4.70109 -4.39870 4.10758  0.259
H34 4.35470 -6.29729 5.44679  0.322
H35 3.36265 -6.16395 6.78422  0.284
H36 5.05358 -5.85930 7.00611  0.307
C19 -0.01691 4.75948 -4.86111  -0.821
O3 -0.12391 3.37422 -4.98467  -0.365
C20 -1.08046 2.84193 -4.06979  0.541
C21 -2.49766 2.93938 -4.62042  -0.878
N5 -3.43633 2.31962 -3.67336  -0.107
C22 -3.49028 0.84537 -3.67453  -0.237
C23 -4.79442 0.36277 -3.09758  0.178
O4 -5.86448 0.86386 -3.84300  -0.429
C24 -7.12526 0.55612 -3.29251  -0.655
H37 -0.94244 5.33222 -4.76230  0.400
H38 0.48273 5.19196 -5.73224  0.313
H39 0.65034 5.08515 -4.05316  0.272
H40 -1.05523 3.41871 -3.13885  0.222
H41 -0.78064 1.82751 -3.80593  -0.451
H42 -2.54566 2.40758 -5.57866  0.326
H43 -2.88974 3.94248 -4.78117  0.419
H44 -4.37520 2.68460 -3.73318  0.324
H45 -2.63891 0.51125 -3.07569  -0.130
H46 -3.30740 0.44222 -4.67936  0.348
H47 -4.83438 0.67101 -2.04294  -0.359
H48 -4.81141 -0.73056 -3.00278  0.331
H49 -7.44294 -0.48078 -3.45202  0.271
H50 -7.88075 1.15630 -3.79724  0.286
H51 -7.16583 0.70798 -2.21074  0.151
C25 1.93063 5.09055 6.85672  -0.861
O5 1.78141 4.90270 5.47387  -0.219
C26 2.92172 5.27402 4.69369  -0.825
C27 3.73768 4.00396 4.42027  -0.423
N6 3.38941 3.46709 3.09233  -0.169
C28 4.07326 2.27207 2.59167  -0.706
C29 3.31794 1.70408 1.40116  0.496
O6 4.05489 0.54675 1.10269  -0.504
C30 3.45507 -0.51549 0.33766  1.091
H52 2.05995 6.13387 7.15707  0.290
H53 2.80630 4.53727 7.21525  0.358
H54 1.05374 4.65713 7.33507  0.268
H55 3.51777 6.05724 5.16567  0.432
H56 2.54022 5.65275 3.74598  0.380
H57 3.45252 3.19037 5.09964  0.207
H58 4.82185 4.09404 4.50438  0.484
H59 2.38663 3.31718 3.08483  0.033
H60 4.29568 1.61328 3.43658  0.277
H61 5.05611 2.56219 2.20565  0.311
H62 3.12346 2.43649 0.61416  0.564
H63 2.33542 1.36793 1.76261  -0.612
H64 2.50960 -0.71508 0.84488  -0.622
H65 4.19951 -1.30320 0.39385  0.292
H66 3.27126 -0.11540 -0.65962  -0.448
N7 -0.01722 4.71944 2.82986  0.155
C31 -0.14325 3.42341 3.25147  -1.624
C32 -0.27155 2.56198 2.19062  1.091
C33 -0.28685 3.41742 1.03114  -0.344
C34 -0.10506 4.68937 1.43109  -0.954
H67 0.28152 5.51926 3.35810  0.310
H68 -0.09928 3.21338 4.30953  0.445
H69 -0.20490 1.48792 2.19630  -0.006
H70 -0.37141 3.06000 0.01902  0.484
H71 0.02926 5.59497 0.86175  0.432
N8 1.04653 -5.35826 -0.05583  0.120
C35 0.19365 -5.07716 0.96706  -1.048
C36 0.94074 -4.60327 2.03525  -0.242
C37 2.25812 -4.49345 1.57409  -0.036
C38 2.26865 -4.88779 0.22980  -1.143
H72 0.80293 -5.75048 -0.94932  0.251
H73 -0.85159 -5.33558 0.89095  0.469
H74 0.57450 -4.24056 2.98298  0.571
H75 3.09847 -4.16905 2.16562  0.508
H76 3.04207 -4.98459 -0.51520  0.434
N9 -4.77342 2.77171 0.34959  0.158
C39 -5.93824 2.07909 0.25714  -1.117
C40 -5.87168 1.09754 1.22353  -0.178
C41 -4.62610 1.18217 1.88459  -0.527
C42 -3.95390 2.24514 1.31116  -0.934
H77 -4.53196 3.59038 -0.18267  0.236
H78 -6.69781 2.28456 -0.47755  0.496
H79 -6.69741 0.42399 1.39527  0.537
H80 -4.25085 0.54146 2.66672  0.586
H81 -2.97916 2.66126 1.51058  0.777
N10 1.46810 -1.09234 -6.40469  0.036
C43 2.44275 -2.00579 -6.73394  -0.600
C44 3.12521 -2.23645 -5.53783  -1.032
C45 2.55943 -1.43992 -4.56444  0.341
C46 1.54305 -0.67772 -5.11853  -1.360
H82 0.75362 -0.84855 -7.07061  0.231
H83 2.48025 -2.38129 -7.74180  0.436
H84 3.78820 -3.06275 -5.33303  0.413
H85 2.94598 -1.39241 -3.55685  0.505
H86 0.83974 0.03904 -4.72859  0.856
N11 -1.22849 -1.50824 0.11508  1.372
C47 0.02306 -1.61874 -0.43885  -0.635
C48 0.32868 -0.44202 -1.07551  -0.583
C49 -0.74699 0.44911 -0.84578  0.197
C50 -1.74634 -0.27521 -0.21758  -1.122
H87 -1.69107 -2.27759 0.56614  0.163
H88 0.56691 -2.48159 -0.07604  -0.052
H89 1.17823 -0.30016 -1.72478  0.266
H90 -0.86088 1.46975 -1.17185  0.282
H91 -2.76590 -0.08096 0.07800  0.014

=====

# C50H97NO18S8

A structure of composition C50H97NO18S8 in a non-equilibrium geometry (ωB97M-V/def2-TZVPD, OMol25).

Results
Frontier orbital gap   0.2760 Ha

Each line ends with the Mulliken charge.
Atoms and positions in Å:
C1 0.36119 -16.64759 -6.59232  -0.068
C2 -0.68947 -16.94561 -7.45670  -1.101
C3 -1.95252 -16.86571 -6.89377  0.227
C4 -2.15945 -16.62645 -5.55086  -0.271
C5 -1.06173 -16.38549 -4.70209  -0.213
C6 0.20928 -16.37653 -5.23714  -0.755
N1 -3.48313 -16.72655 -4.98338  1.186
O1 -4.42841 -16.79541 -5.73831  -0.686
O2 -3.57946 -16.74600 -3.77094  -0.611
H1 1.36739 -16.62098 -6.99886  0.382
H2 -0.55842 -17.00533 -8.52533  0.459
H3 -2.84910 -16.98943 -7.49301  0.476
H4 -1.25175 -16.17007 -3.66009  0.520
H5 1.09719 -16.14920 -4.66664  0.451
C7 -1.76098 -22.61125 1.79469  -1.913
C8 -3.28199 -22.55873 1.69704  2.852
C9 -3.99854 -22.83285 3.01230  -0.152
C10 -3.74397 -24.27009 3.51829  -0.426
C11 -4.75170 -24.69360 4.58624  0.067
C12 -4.62406 -26.13673 5.05870  -1.601
H6 -1.41389 -21.94454 2.58861  0.362
H7 -1.30728 -22.33419 0.84012  0.434
H8 -1.38940 -23.60551 2.04804  0.417
H9 -3.60580 -21.55779 1.38632  -0.625
H10 -3.61723 -23.23779 0.90926  -1.117
H11 -5.06742 -22.70092 2.79880  -0.608
H12 -3.78107 -22.11756 3.80342  0.748
H13 -3.80917 -25.02463 2.73006  -0.470
H14 -2.75820 -24.18613 3.98297  0.679
H15 -4.73908 -23.97789 5.41051  0.418
H16 -5.75677 -24.62926 4.15639  -0.045
H17 -5.46013 -26.40625 5.70923  0.425
H18 -4.60538 -26.86671 4.24664  0.295
H19 -3.74793 -26.33273 5.68423  0.386
C13 -3.52518 -25.46019 -0.70347  -0.489
C14 -4.71422 -26.40471 -0.56281  -0.393
C15 -5.45700 -26.62576 -1.91028  -0.012
C16 -6.60118 -25.61459 -2.14953  0.466
C17 -6.45197 -24.94552 -3.51294  0.478
C18 -7.52612 -23.93546 -3.83783  -2.258
H20 -3.03629 -25.40101 0.26943  0.581
H21 -3.77450 -24.44293 -1.02049  -0.306
H22 -2.84928 -25.78529 -1.49748  0.191
H23 -4.31456 -27.40166 -0.36107  0.527
H24 -5.33624 -26.07713 0.26982  -0.112
H25 -5.82806 -27.65286 -1.91182  0.453
H26 -4.74769 -26.61801 -2.74115  -0.609
H27 -7.57373 -26.10619 -2.07720  0.855
H28 -6.62974 -24.83647 -1.37855  -0.922
H29 -5.47011 -24.50287 -3.71980  0.230
H30 -6.53545 -25.74374 -4.26246  0.536
H31 -7.48963 -23.39125 -4.78466  0.322
H32 -8.48588 -24.46581 -3.90303  0.544
H33 -7.70217 -23.16554 -3.07786  0.100
C19 -1.50829 -18.76978 0.75889  -0.069
C20 -2.71305 -18.37960 1.65526  0.679
C21 -2.31006 -17.01875 2.19225  -1.002
S1 -0.54048 -17.14093 2.64714  1.103
O3 -0.40211 -17.39760 4.06154  -0.654
O4 0.19554 -16.02633 2.08215  -0.670
C22 -0.26856 -18.65582 1.63192  -0.825
H34 -1.43273 -18.16098 -0.14161  0.439
H35 -1.68810 -19.81020 0.47748  -0.223
H36 -2.83780 -19.14609 2.42106  -0.163
H37 -3.64976 -18.30379 1.10571  -0.288
H38 -2.87987 -16.50666 2.96662  0.514
H39 -2.24753 -16.26476 1.40100  0.376
H40 -0.26736 -19.46948 2.36100  0.242
H41 0.73313 -18.60631 1.21466  0.557
C23 -7.45901 -24.32130 1.85712  -0.266
C24 -7.39459 -23.09077 0.94666  1.713
C25 -8.68227 -22.87338 0.13385  -0.145
S2 -9.80726 -24.23745 0.64790  1.236
O5 -10.39260 -24.85474 -0.52499  -0.687
O6 -10.64462 -23.76056 1.73229  -0.675
C26 -8.46513 -25.28275 1.28096  -0.904
H42 -7.79651 -24.01838 2.85355  0.353
H43 -6.51672 -24.83011 2.06276  0.174
H44 -6.49595 -23.12179 0.32453  -1.513
H45 -7.25061 -22.17294 1.52072  -0.218
H46 -8.56852 -23.17033 -0.90813  -0.355
H47 -9.16812 -21.91633 0.27088  0.421
H48 -8.06255 -25.78143 0.39585  0.071
H49 -8.90711 -26.03321 1.93285  0.662
C27 -1.75200 -20.18443 -5.60934  2.150
C28 -0.84783 -20.14530 -4.40928  0.291
C29 0.10903 -21.34260 -4.48323  -0.637
S3 0.38995 -21.59871 -6.27486  1.075
O7 -0.00970 -22.93971 -6.66446  -0.630
O8 1.67400 -21.09341 -6.70450  -0.717
C30 -0.85050 -20.42405 -6.82633  -0.971
H50 -2.41614 -19.32137 -5.69238  -0.537
H51 -2.49654 -20.97349 -5.47749  -1.188
H52 -1.34009 -20.18904 -3.43146  -0.253
H53 -0.25058 -19.23783 -4.25912  0.320
H54 -0.44430 -22.23053 -4.17330  0.039
H55 1.06193 -21.27536 -3.96801  0.593
H56 -1.37572 -20.78138 -7.70763  0.551
H57 -0.30169 -19.51144 -7.04767  0.223
C31 -4.00394 -19.71714 -3.23895  0.329
C32 -4.21833 -21.22767 -3.14988  1.616
C33 -4.48996 -21.54753 -1.67752  0.616
S4 -5.64841 -20.25158 -1.20176  0.497
O9 -5.37715 -19.89226 0.18625  -0.009
O10 -6.97473 -20.70754 -1.54920  -0.234
C34 -5.00799 -18.98561 -2.33784  -0.754
H58 -3.96905 -19.31299 -4.24770  -0.286
H59 -2.99354 -19.58721 -2.83540  -0.267
H60 -3.38082 -21.77521 -3.57536  -0.639
H61 -5.16164 -21.51945 -3.62959  -0.755
H62 -3.57086 -21.31591 -1.12614  0.119
H63 -4.80908 -22.54206 -1.38249  -0.903
H64 -4.51707 -18.26544 -1.68484  0.525
H65 -5.80274 -18.44868 -2.85643  0.042
C35 -2.59312 -26.36290 -4.87473  -0.670
C36 -4.11482 -26.33633 -4.91738  -1.051
C37 -4.58376 -24.98865 -4.38266  -0.077
S5 -3.29983 -23.76575 -4.93561  1.994
O11 -2.83009 -23.05157 -3.74938  -0.699
O12 -3.66712 -22.96625 -6.09842  -0.980
C38 -2.07063 -25.01367 -5.42668  -0.982
H66 -2.24158 -27.22212 -5.44154  0.512
H67 -2.20799 -26.41668 -3.85367  0.213
H68 -4.62321 -27.10561 -4.32884  0.574
H69 -4.53027 -26.54722 -5.90555  0.503
H70 -4.46253 -24.85914 -3.30678  -0.860
H71 -5.58619 -24.68873 -4.67707  0.216
H72 -1.04503 -24.76154 -5.18739  0.512
H73 -2.18022 -25.11775 -6.50770  0.442
C39 -8.03986 -17.34537 0.29875  0.090
C40 -9.45130 -17.29599 0.96001  -0.609
C41 -10.43551 -17.91324 -0.05155  -0.593
S6 -9.89158 -17.12770 -1.64736  0.898
O13 -10.32908 -15.75890 -1.73818  -0.669
O14 -10.14266 -18.07147 -2.71390  -0.556
C42 -8.16068 -17.23947 -1.22797  -0.153
H74 -7.53444 -18.26591 0.58499  -0.336
H75 -7.46415 -16.48095 0.63080  0.328
H76 -9.69340 -16.24012 1.08463  0.353
H77 -9.42132 -17.84062 1.90017  0.390
H78 -11.49847 -17.75411 0.09476  0.540
H79 -10.17398 -18.96936 -0.12308  0.041
H80 -7.62534 -16.49061 -1.80967  0.737
H81 -7.83874 -18.19129 -1.65158  -0.426
C43 -8.65331 -20.73562 -6.02676  -0.795
C44 -7.14408 -20.47935 -5.90656  0.405
C45 -6.86323 -19.04943 -6.30025  -0.419
S7 -8.29521 -18.12570 -5.57296  0.959
O15 -8.94151 -17.26898 -6.53978  -0.733
O16 -7.83606 -17.51265 -4.33894  -0.479
C46 -9.28642 -19.66732 -5.14684  -0.590
H82 -8.91354 -21.74234 -5.71039  0.296
H83 -8.84707 -20.60893 -7.09499  0.408
H84 -6.59949 -21.14543 -6.58154  0.645
H85 -6.80545 -20.70276 -4.88960  -0.694
H86 -6.98001 -18.97348 -7.38491  0.467
H87 -5.92363 -18.56848 -6.04683  -0.237
H88 -10.31648 -19.37202 -5.33931  0.660
H89 -9.22728 -19.89532 -4.08558  0.097
C47 -6.74524 -17.93430 3.94788  0.130
C48 -7.26019 -17.89152 5.39983  -0.812
C49 -6.78207 -19.08715 6.24469  -0.707
S8 -6.50619 -20.40502 5.02350  1.118
O17 -7.76075 -21.09765 4.81636  -0.677
O18 -5.27305 -21.09951 5.34199  -0.656
C50 -6.20917 -19.31147 3.59904  0.746
H90 -5.96280 -17.18763 3.79961  0.261
H91 -7.46906 -17.61811 3.19367  -0.360
H92 -8.34296 -17.79724 5.47152  0.363
H93 -6.87235 -16.97658 5.84934  0.341
H94 -7.52556 -19.44659 6.94805  0.417
H95 -5.82449 -18.86694 6.70956  0.326
H96 -6.49033 -19.84098 2.68979  -0.249
H97 -5.11589 -19.31891 3.57050  -0.304